{"formula": "C18H20BrFN2O4S", "method": "wB97M-V/def2-TZVPD", "species": ["C", "H", "H", "H", "C", "N", "S", "O", "O", "C", "C", "C", "C", "C", "C", "H", "H", "H", "N", "C", "O", "C", "H", "H", "O", "C", "C", "C", "C", "C", "C", "Br", "H", "F", "H", "H", "H", "H", "C", "C", "H", "H", "H", "H", "H", "H", "H"], "positions_angstrom": [[3.69136, 3.95740, 0.08653], [4.04981, 3.71528, 1.08367], [4.53604, 3.94845, -0.59892], [3.26003, 4.95501, 0.09586], [2.63593, 2.93490, -0.32607], [3.13011, 1.57523, -0.32810], [3.39017, 0.84559, 1.14528], [4.78909, 0.60444, 1.37180], [2.64812, 1.56583, 2.13707], [2.58598, -0.73103, 0.85734], [1.21366, -0.73156, 0.73337], [0.54801, -1.92993, 0.48068], [1.28267, -3.10754, 0.35036], [2.66049, -3.08180, 0.47946], [3.32413, -1.89182, 0.73508], [4.39492, -1.84425, 0.84871], [3.21860, -4.00008, 0.38082], [0.76755, -4.03339, 0.15415], [-0.84324, -1.88462, 0.37211], [-1.71232, -2.89663, 0.15819], [-1.43845, -4.06360, -0.00047], [-3.18086, -2.44046, 0.14057], [-3.68258, -2.91156, 0.99648], [-3.64004, -2.81920, -0.78141], [-3.25649, -1.03689, 0.21296], [-4.46350, -0.42017, 0.25733], [-5.70413, -1.04354, 0.23300], [-6.86574, -0.28978, 0.28881], [-6.78019, 1.08670, 0.36840], [-5.55920, 1.74179, 0.39242], [-4.41476, 0.97610, 0.33579], [-2.70111, 1.78727, 0.35956], [-5.51437, 2.81718, 0.45408], [-7.90779, 1.81721, 0.42312], [-7.83222, -0.76633, 0.27106], [-5.77407, -2.11713, 0.16975], [-1.24563, -0.96025, 0.47756], [0.67762, 0.19858, 0.84418], [4.00167, 1.14257, -1.39797], [3.23898, 0.31775, -2.43253], [2.43242, 0.90619, -2.86254], [2.81110, -0.56848, -1.97102], [3.91109, 0.01014, -3.22933], [4.79778, 0.54326, -0.95027], [4.46184, 2.00900, -1.88164], [2.24564, 3.15451, -1.32381], [1.81189, 2.95965, 0.38851]], "atomic_forces_ev_per_a": [[-0.19, -0.16, -0.11], [0.06, 0.08, 0.09], [0.09, 0.04, -0.05], [0.01, 0.14, 0.01], [-0.09, 0.48, 0.34], [0.12, -0.38, 1.06], [-0.07, -0.30, -0.44], [-0.15, -0.14, -0.18], [-0.28, 0.15, -0.15], [0.31, 0.30, 0.15], [-0.18, -0.21, -0.01], [0.45, 0.02, 0.04], [-0.03, -0.17, -0.03], [-0.05, 0.18, 0.01], [0.22, 0.07, 0.06], [0.14, -0.06, 0.00], [0.05, -0.07, -0.01], [-0.01, -0.01, -0.01], [-0.01, 0.55, 0.09], [-0.53, 0.39, -0.01], [-0.04, -0.24, -0.02], [-0.09, -0.47, -0.04], [0.07, 0.05, -0.09], [0.09, 0.04, 0.11], [0.01, -0.12, -0.01], [-0.09, 0.36, 0.04], [0.34, -0.06, -0.01], [-0.09, 0.35, 0.02], [0.17, -0.23, -0.02], [-0.13, -0.12, -0.01], [0.28, -0.18, -0.02], [-0.18, 0.16, 0.03], [0.00, 0.08, 0.00], [-0.01, 0.01, 0.00], [-0.11, -0.03, 0.00], [0.01, -0.12, -0.01], [-0.11, -0.20, -0.05], [-0.19, 0.10, 0.00], [0.12, -0.53, -0.49], [0.18, 0.18, 0.13], [-0.11, 0.04, -0.09], [-0.05, -0.09, 0.02], [0.03, -0.06, -0.14], [0.10, 0.12, -0.25], [0.04, -0.01, 0.16], [-0.03, -0.10, 0.06], [-0.07, 0.18, -0.18]], "lowdin_charge": [-0.071, 0.072, 0.069, 0.076, -0.256, -0.266, 0.669, -0.287, -0.275, -0.273, 0.005, -0.188, 0.007, -0.052, -0.062, 0.112, 0.110, 0.103, 0.152, -0.430, 0.082, -0.079, 0.147, 0.147, -0.127, -0.312, -0.002, 0.003, -0.279, -0.038, -0.574, 0.814, 0.120, 0.066, 0.122, 0.113, 0.114, 0.119, -0.253, -0.064, 0.073, 0.062, 0.074, 0.108, 0.119, 0.123, 0.107], "total_charge": 0, "relative_energy_kj_mol": 0.0, "homo_ev": -9.01, "e_lumo_ha": 0.01708, "spin_multiplicity": 1, "largest_force_ha_per_bohr": 0.0221, "e_tot_ev": -113755.854, "smiles": "CCN(CC)S(=O)(=O)c1cccc(NC(=O)COc2ccc(F)cc2Br)c1", "orbital_gap_ha": 0.3483}

{"formula": "C18H20BrNO3", "method": "wB97M-V/def2-TZVPD", "species": ["O", "C", "N", "C", "H", "H", "C", "C", "C", "H", "C", "H", "H", "C", "H", "H", "H", "H", "H", "H", "H", "C", "C", "C", "C", "O", "C", "O", "C", "C", "C", "C", "C", "C", "Br", "H", "H", "H", "H", "H", "H", "H", "H"], "positions_angstrom": [[-1.73102, 3.83829, 1.07919], [-1.20345, 2.84584, 0.59256], [0.07556, 2.84900, 0.15563], [0.74629, 1.73442, -0.47353], [0.03055, 1.15400, -1.05776], [1.48877, 2.13153, -1.16865], [1.42673, 0.81860, 0.54885], [2.68769, 1.42318, 1.15845], [2.46914, 2.80413, 1.77788], [1.60782, 2.77939, 2.44784], [2.27250, 3.89833, 0.72626], [2.61322, 4.85583, 1.12490], [2.89706, 3.67348, -0.14074], [0.81621, 4.08867, 0.29966], [0.27830, 4.67593, 1.04830], [0.78351, 4.64263, -0.64756], [3.34787, 3.04983, 2.37838], [3.05740, 0.74276, 1.92937], [3.46198, 1.49757, 0.39078], [1.68340, -0.11752, 0.05116], [0.71292, 0.59297, 1.34214], [-2.02112, 1.62121, 0.44656], [-3.39016, 1.57043, 0.36625], [-3.73197, 0.20774, 0.24144], [-2.55261, -0.48065, 0.27748], [-1.51944, 0.36851, 0.40502], [-2.23542, -1.93628, 0.17658], [-1.25323, -2.07424, -0.83137], [-0.69736, -3.28549, -1.06110], [-1.10292, -4.49061, -0.50044], [-0.45196, -5.66752, -0.83577], [0.60478, -5.66443, -1.72710], [1.02496, -4.47042, -2.29189], [0.37804, -3.30101, -1.95425], [0.93206, -1.64109, -2.68755], [1.85062, -4.44486, -2.98594], [1.10590, -6.58390, -1.98478], [-0.78159, -6.59433, -0.39174], [-1.92822, -4.51718, 0.19350], [-3.14779, -2.48988, -0.07905], [-1.84070, -2.31156, 1.13340], [-4.71465, -0.20588, 0.14394], [-4.04971, 2.41258, 0.38368]], "atomic_forces_ev_per_a": [[-0.25, -0.10, -0.05], [0.15, 0.10, 0.05], [0.14, 0.23, 0.02], [-0.02, -0.65, 0.01], [0.12, 0.11, -0.03], [-0.05, 0.03, -0.05], [0.26, 0.13, -0.16], [-0.27, -0.04, 0.18], [0.29, 0.01, -0.16], [-0.03, 0.01, 0.13], [-0.18, -0.08, 0.10], [0.01, 0.03, -0.09], [0.08, 0.04, -0.01], [0.08, 0.42, 0.12], [0.14, -0.05, -0.18], [-0.05, 0.03, 0.09], [-0.05, 0.02, 0.05], [0.07, -0.03, -0.05], [0.10, 0.00, 0.00], [-0.06, -0.12, 0.01], [-0.02, -0.05, -0.05], [-1.29, 0.34, 0.07], [0.83, 0.24, 0.07], [0.53, -0.47, 0.04], [-0.77, -0.33, -0.19], [0.36, -0.24, 0.03], [0.01, 0.15, 0.32], [0.02, -0.05, -0.09], [0.19, -0.08, -0.12], [-0.15, 0.24, 0.07], [0.07, -0.05, -0.05], [-0.02, -0.11, 0.04], [-0.07, 0.11, 0.05], [-0.02, 0.35, -0.03], [0.10, -0.16, -0.09], [0.05, 0.03, -0.05], [0.04, -0.10, -0.02], [-0.03, -0.08, 0.04], [-0.09, 0.02, 0.07], [0.09, 0.10, 0.09], [-0.06, -0.02, -0.15], [-0.18, -0.16, -0.06], [-0.06, 0.23, 0.03]], "lowdin_charge": [0.058, -0.389, -0.042, -0.145, 0.108, 0.132, -0.174, -0.206, -0.195, 0.119, -0.179, 0.110, 0.103, -0.145, 0.119, 0.131, 0.106, 0.108, 0.111, 0.091, 0.112, -0.155, 0.024, 0.008, -0.227, 0.072, -0.101, -0.084, -0.317, -0.017, -0.082, -0.093, -0.123, -0.582, 0.807, 0.102, 0.103, 0.105, 0.107, 0.143, 0.146, 0.112, 0.120], "total_charge": 0, "relative_energy_kj_mol": 49.5, "homo_ev": -8.80, "e_lumo_ha": 0.02411, "spin_multiplicity": 1, "largest_force_ha_per_bohr": 0.0260, "e_tot_ev": -96665.341, "smiles": "O=C(c1ccc(COc2ccccc2Br)o1)N1CCCCCC1", "orbital_gap_ha": 0.3473}

{"formula": "C18H20F11N4O2PRuS2SbSe", "method": "wB97M-V/def2-TZVPD", "species": ["Ru", "N", "C", "C", "N", "C", "C", "N", "C", "C", "N", "H", "H", "H", "H", "H", "H", "F", "C", "C", "F", "C", "F", "C", "Se", "C", "F", "C", "F", "C", "C", "C", "O", "P", "S", "S", "O", "C", "C", "C", "H", "H", "H", "H", "H", "H", "H", "H", "H", "H", "H", "H", "H", "H", "F", "Sb", "F", "F", "F", "F", "F"], "positions_angstrom": [[0.19416, -0.89815, -0.25407], [-2.28058, -0.29698, 2.76336], [-3.14437, 0.22408, 1.81962], [-2.61589, -0.06368, 0.61227], [-1.44179, -0.77334, 0.82159], [-1.26138, -0.86593, 2.14095], [0.00267, -1.39637, 2.56844], [0.88435, -1.61133, 1.61361], [2.00877, -2.12311, 2.20338], [1.78929, -2.21541, 3.54351], [0.51146, -1.75752, 3.75194], [-2.29192, -0.07372, 3.74463], [-4.04429, 0.74852, 2.09957], [-2.98124, 0.15651, -0.37610], [2.89616, -2.36899, 1.64288], [2.42182, -2.54313, 4.35344], [0.08909, -1.60497, 4.65215], [6.07664, -2.02537, -4.40317], [5.22311, -1.46540, -3.56805], [4.21670, -2.22330, -3.00607], [4.10225, -3.51426, -3.30568], [3.33976, -1.62528, -2.13634], [2.37595, -2.37624, -1.58116], [3.41266, -0.28703, -1.80887], [2.21534, 0.58718, -0.64443], [4.43297, 0.44980, -2.38532], [4.54460, 1.74504, -2.10135], [5.33471, -0.12578, -3.25427], [6.29983, 0.59843, -3.79465], [0.78319, -2.04669, -5.00381], [-0.14146, -3.20025, -4.69110], [0.55138, -4.37507, -4.03980], [-1.31219, -2.75880, -3.85901], [-1.44011, -2.06704, -2.46996], [-0.42063, -2.92307, -0.90665], [-0.68568, -0.21416, -2.37592], [-2.95505, -2.18215, -2.11868], [-4.13732, -1.96351, -3.01395], [-3.95261, -0.74424, -3.88863], [-4.43772, -3.23124, -3.77939], [1.49889, -2.37226, -5.76147], [1.33860, -1.72888, -4.12105], [0.23298, -1.19106, -5.39814], [-0.64255, -3.52792, -5.59474], [1.10325, -4.07459, -3.14712], [1.26731, -4.79533, -4.75041], [-0.16581, -5.15722, -3.77930], [-4.92281, -1.78095, -2.28895], [-3.14825, -0.89099, -4.61426], [-3.74317, 0.14955, -3.30006], [-4.87403, -0.57539, -4.44989], [-3.72501, -3.38791, -4.59006], [-5.43788, -3.15079, -4.21188], [-4.42483, -4.09644, -3.11412], [0.08674, 1.21754, 1.04789], [0.85948, 2.29769, 2.50922], [1.59023, 3.26375, 3.92196], [-0.18700, 1.23380, 3.70917], [-0.60227, 3.44235, 2.31529], [2.17380, 0.95015, 2.62584], [1.84964, 3.17977, 1.18738]], "atomic_forces_ev_per_a": [[-0.30, -0.86, -0.21], [-0.07, 0.01, 0.25], [-0.17, 0.07, 0.11], [0.14, -0.24, -0.19], [-0.43, 0.92, 0.14], [-0.06, 0.13, -0.15], [0.19, -0.15, 0.23], [0.30, -0.11, -0.33], [0.09, 0.08, -0.24], [-0.12, 0.08, 0.08], [0.03, 0.03, 0.27], [-0.05, 0.02, 0.12], [0.11, -0.08, -0.04], [0.08, 0.00, 0.07], [-0.10, 0.04, 0.02], [-0.09, 0.04, -0.11], [-0.02, 0.00, 0.06], [0.21, -0.12, -0.21], [0.05, -0.07, -0.06], [0.07, -0.15, -0.08], [-0.04, -0.12, -0.02], [0.11, 0.29, 0.15], [-0.31, -0.22, 0.18], [-0.23, -0.30, -0.32], [-0.19, 0.27, 0.58], [-0.11, 0.24, 0.03], [0.00, 0.02, -0.01], [0.11, 0.11, -0.01], [0.11, 0.08, -0.06], [-0.11, 0.08, 0.03], [0.05, 0.11, 0.18], [-0.11, -0.06, 0.09], [0.30, -0.28, 0.01], [-0.14, 0.38, -0.71], [0.41, -0.05, 0.13], [0.14, 0.16, 0.14], [-0.04, -0.08, -0.03], [0.13, -0.01, -0.07], [0.08, 0.02, -0.03], [0.05, -0.08, 0.00], [-0.04, -0.01, 0.04], [0.01, 0.01, 0.00], [0.05, -0.04, 0.01], [-0.15, 0.00, -0.09], [-0.02, -0.01, -0.05], [-0.06, 0.05, 0.05], [0.08, 0.06, -0.02], [-0.04, 0.01, 0.16], [-0.04, 0.00, 0.04], [-0.01, -0.02, -0.02], [0.04, -0.02, 0.05], [-0.03, 0.00, 0.07], [0.07, 0.01, 0.03], [-0.01, 0.06, -0.06], [0.03, -0.31, -0.40], [0.32, 0.24, 0.18], [0.01, 0.01, 0.04], [-0.09, -0.10, 0.00], [-0.14, -0.02, -0.08], [-0.04, -0.12, 0.05], [-0.03, 0.00, 0.00]], "lowdin_charge": [0.687, 0.163, -0.007, -0.068, -0.113, -0.255, -0.288, -0.038, -0.073, -0.019, 0.160, 0.175, 0.139, 0.106, 0.127, 0.136, 0.178, 0.159, -0.136, -0.151, 0.134, -0.269, -0.012, -0.463, 0.927, -0.250, 0.107, -0.137, 0.157, -0.046, -0.369, -0.045, -0.270, -0.004, 0.519, 0.388, -0.295, -0.385, -0.052, -0.037, 0.103, 0.053, 0.090, 0.146, 0.048, 0.102, 0.094, 0.143, 0.083, 0.077, 0.101, 0.081, 0.098, 0.094, -0.445, 1.373, -0.326, -0.348, -0.332, -0.357, -0.356], "total_charge": 1, "relative_energy_kj_mol": 66.1, "homo_ev": [-10.96, -10.96], "e_lumo_ha": [-0.22301, -0.22165], "spin_multiplicity": 1, "largest_force_ha_per_bohr": 0.0199, "e_tot_ev": -164363.402, "orbital_gap_ha": [0.1796, 0.1811]}

Question: Which formula does entry 2 have?
Answer: C18H20BrNO3